{
  "formula": "C61H56Ge2N2O4P2PtS",
  "method": "ωB97M-V/def2-TZVPD",
  "gap_ev": [3.97, 4.22],
  "charge": 3,
  "e_tot_ha": -8121.6555,
  "spin_multiplicity": 2,
  "largest_force_ev_per_a": 3.50,
  "lumo_ev": [-11.177, -10.927],
  "symbols": ["Pt", "C", "C", "C", "C", "N", "C", "C", "C", "C", "C", "C", "N", "H", "H", "H", "H", "H", "H", "H", "H", "O", "S", "O", "O", "C", "C", "C", "C", "C", "C", "P", "C", "C", "C", "C", "C", "C", "C", "C", "C", "C", "C", "C", "H", "H", "H", "H", "H", "H", "H", "H", "H", "H", "H", "H", "H", "H", "O", "P", "C", "C", "C", "C", "C", "C", "C", "C", "C", "C", "C", "C", "C", "C", "C", "C", "C", "C", "H", "H", "H", "H", "H", "H", "H", "H", "H", "H", "H", "H", "H", "H", "H", "C", "Ge", "C", "C", "Ge", "C", "C", "C", "C", "C", "C", "C", "C", "C", "C", "C", "C", "H", "H", "H", "H", "H", "H", "H", "H", "H", "H", "H", "H", "H", "H", "H", "H", "H", "H", "H"],
  "xyz": [[-0.511666, -0.831875, 0.728211], [-3.642029, -1.136388, 4.038048], [-3.057381, -0.457975, 5.094489], [-1.734026, -0.062437, 4.982051], [-1.046279, -0.315088, 3.796358], [-1.654200, -0.899045, 2.753196], [-2.902441, -1.326661, 2.879414], [0.379498, -0.011698, 3.629875], [1.230463, 0.145614, 4.725857], [2.573185, 0.400755, 4.512336], [3.038513, 0.475707, 3.206197], [2.139182, 0.288907, 2.170807], [0.847304, 0.052778, 2.372174], [-4.648144, -1.516263, 4.102678], [-3.610016, -0.258309, 5.999124], [-1.251551, 0.443646, 5.802138], [-3.311340, -1.866004, 2.035624], [0.856432, 0.035226, 5.731902], [3.242112, 0.536250, 5.347789], [4.075880, 0.669511, 2.993475], [2.463711, 0.307207, 1.141292], [0.000316, -3.143628, -0.398706], [-1.431017, -3.466595, -0.329326], [-1.746673, -4.729872, 0.237936], [-2.166573, -2.326158, 0.292692], [-2.036713, -3.361320, -2.006506], [-2.583631, -4.460164, -2.629351], [-3.160644, -4.299405, -3.882863], [-3.198467, -3.040465, -4.460398], [-2.649507, -1.942037, -3.816807], [-2.035310, -2.095669, -2.570879], [-1.305570, -0.652189, -1.687479], [-2.734902, 0.475509, -1.728950], [-3.609131, 0.445634, -0.642516], [-4.806329, 1.137884, -0.694970], [-5.139784, 1.850313, -1.837535], [-4.263679, 1.895496, -2.910490], [-3.050523, 1.231049, -2.854414], [-0.024690, 0.064150, -2.773227], [0.866256, 0.953266, -2.169796], [1.925649, 1.479523, -2.884945], [2.107917, 1.134431, -4.215401], [1.230013, 0.249107, -4.820240], [0.178368, -0.298735, -4.102731], [-2.572464, -5.410057, -2.118622], [-3.595922, -5.145910, -4.389339], [-3.679747, -2.907159, -5.417640], [-2.725659, -0.966698, -4.273059], [-3.351202, -0.173257, 0.208962], [-5.493041, 1.099653, 0.137503], [-6.086141, 2.361763, -1.905963], [-4.540231, 2.434540, -3.804060], [-2.366030, 1.290179, -3.688350], [0.735793, 1.199584, -1.117677], [2.626051, 2.146391, -2.405981], [2.926757, 1.559031, -4.774782], [1.375342, -0.029138, -5.851482], [-0.483790, -1.001256, -4.587414], [1.535655, -1.125157, -0.362865], [2.311725, -2.404254, -0.522291], [4.046153, -1.826419, -0.313275], [5.012107, -2.538971, 0.382032], [6.282863, -2.003168, 0.528069], [6.585498, -0.761091, -0.006098], [5.624934, -0.058185, -0.716123], [4.361305, -0.598303, -0.882021], [2.338483, -3.198571, -2.159506], [1.286442, -3.120945, -3.056028], [1.350127, -3.811263, -4.254972], [2.471070, -4.566007, -4.565900], [3.521037, -4.651244, -3.664347], [3.461161, -3.963931, -2.464994], [2.144177, -3.722346, 0.723823], [2.178961, -3.381350, 2.071746], [2.206331, -4.379535, 3.027812], [2.173032, -5.715483, 2.641502], [2.106526, -6.052715, 1.296982], [2.081484, -5.058825, 0.337467], [4.782504, -3.502450, 0.813651], [7.036175, -2.563687, 1.060396], [7.572968, -0.345476, 0.125914], [5.864645, 0.899168, -1.152295], [3.610770, -0.076247, -1.459203], [0.413899, -2.546912, -2.792726], [0.520052, -3.767612, -4.943518], [2.532617, -5.081711, -5.512784], [4.390382, -5.247239, -3.893989], [4.284670, -4.022796, -1.767852], [2.226253, -2.339186, 2.358632], [2.271049, -4.123716, 4.074724], [2.185101, -6.492296, 3.390059], [2.065246, -7.088010, 0.997139], [1.996567, -5.312037, -0.708492], [0.491210, 5.964009, 0.797615], [0.985343, 4.105249, 1.325040], [1.605869, 4.024209, 3.235584], [2.449963, 3.482890, 0.112403], [-1.092741, 2.213855, 0.828464], [-1.730514, 3.504968, -0.600919], [-1.120859, 3.641758, -1.839877], [-1.650545, 4.502860, -2.787873], [-2.787400, 5.238960, -2.495119], [-3.385019, 5.115166, -1.252511], [-2.862034, 4.253433, -0.301179], [-2.187299, 2.765589, 2.442811], [-1.926677, 3.927065, 3.156003], [-2.756479, 4.319790, 4.190708], [-3.858906, 3.551257, 4.522846], [-4.148472, 2.411437, 3.793187], [-3.306357, 2.011393, 2.767637], [1.403652, 6.551510, 0.880122], [-0.263628, 6.410430, 1.437180], [0.148441, 5.997652, -0.231730], [2.531162, 4.594598, 3.274729], [1.810878, 3.006515, 3.549575], [0.897385, 4.471866, 3.925511], [3.372117, 3.921523, 0.482025], [2.271646, 3.855930, -0.890684], [2.564976, 2.405235, 0.093679], [-0.229861, 3.081036, -2.075490], [-1.168499, 4.611455, -3.746639], [-3.202275, 5.916802, -3.226693], [-4.264305, 5.692099, -1.005339], [-3.338305, 4.184328, 0.667859], [-1.096666, 4.559814, 2.880424], [-2.539786, 5.224702, 4.734905], [-4.498915, 3.851868, 5.336744], [-5.028742, 1.827918, 4.017771], [-3.532627, 1.117155, 2.202334]],
  "forces_ev_per_a": [[0.62, 0.75, -1.59], [0.24, 0.00, 0.00], [0.08, -0.17, -0.17], [0.16, -0.12, -0.36], [-0.42, 0.05, 0.47], [0.39, 0.31, -0.59], [-0.61, -0.31, 0.07], [0.48, 0.18, 0.31], [-0.23, 0.03, -0.28], [-0.01, -0.01, -0.26], [-0.25, 0.09, 0.14], [0.52, 0.15, -0.21], [-0.51, -0.71, 0.08], [-0.12, -0.04, -0.04], [-0.05, 0.00, 0.10], [0.08, 0.05, 0.04], [-0.03, 0.10, 0.02], [-0.07, 0.03, 0.01], [0.08, -0.05, 0.09], [0.15, -0.01, -0.11], [0.04, -0.08, -0.09], [-1.88, -0.05, -0.23], [1.10, -2.09, -1.45], [-0.36, -0.01, 0.09], [0.07, 1.41, 0.81], [0.20, -0.10, 0.94], [-0.02, -0.03, -0.09], [0.13, 0.05, 0.15], [-0.04, -0.09, -0.04], [0.17, 0.39, 0.29], [0.20, -0.20, 0.26], [-0.33, 0.66, -0.59], [0.35, -0.14, 0.77], [0.06, -0.16, 0.08], [-0.09, 0.03, 0.05], [0.03, -0.09, 0.15], [0.11, -0.07, -0.06], [0.27, 0.00, -0.09], [0.08, -0.13, 0.91], [0.03, 0.00, 0.17], [-0.02, 0.09, 0.05], [-0.14, 0.00, 0.08], [-0.11, -0.01, 0.00], [-0.19, -0.17, -0.14], [-0.03, -0.13, 0.02], [-0.06, -0.08, -0.06], [0.00, 0.05, -0.08], [-0.03, 0.03, -0.09], [-0.19, -0.01, 0.08], [-0.04, 0.01, 0.08], [-0.13, 0.07, 0.05], [0.05, 0.10, -0.06], [0.08, 0.02, -0.07], [0.17, 0.00, -0.15], [0.03, 0.08, 0.05], [0.11, -0.03, -0.07], [-0.04, -0.04, -0.13], [0.08, -0.07, -0.02], [-2.43, 2.06, 0.76], [2.63, -2.30, -0.10], [-0.82, -0.15, -0.02], [0.02, 0.00, 0.10], [0.07, -0.07, 0.02], [0.07, -0.04, 0.08], [-0.09, 0.01, -0.09], [0.07, 0.14, 0.02], [-0.12, 0.38, 0.59], [0.02, -0.17, 0.07], [-0.05, 0.11, -0.03], [0.00, 0.01, 0.00], [0.05, 0.03, 0.00], [0.01, 0.05, -0.04], [0.24, 0.37, -0.21], [0.18, 0.01, -0.24], [-0.09, -0.22, 0.09], [-0.03, 0.14, 0.01], [-0.07, 0.03, 0.16], [0.07, 0.29, -0.05], [-0.03, -0.07, 0.06], [0.08, -0.02, 0.05], [0.09, 0.02, -0.01], [0.06, 0.11, -0.06], [-0.03, 0.11, -0.04], [0.04, -0.11, -0.11], [-0.09, 0.03, -0.13], [-0.04, -0.08, -0.03], [0.08, -0.05, -0.05], [0.08, -0.04, -0.01], [0.08, 0.06, 0.12], [-0.04, 0.01, 0.10], [0.05, -0.06, 0.08], [-0.01, -0.10, -0.01], [0.06, -0.08, -0.05], [-0.56, -0.81, 0.05], [2.23, 0.79, -0.02], [-0.77, -0.37, -0.56], [-0.83, 0.05, 0.31], [-0.39, 2.30, 0.03], [0.20, -1.60, 1.61], [0.22, 0.18, -0.56], [0.41, -0.09, 0.08], [-0.08, 0.10, 0.03], [-0.18, 0.17, 0.39], [-0.58, 0.39, -0.19], [-0.09, -1.06, -1.05], [0.22, -0.02, -0.37], [0.10, 0.00, 0.12], [-0.12, 0.01, 0.00], [-0.01, -0.16, 0.00], [-0.12, 0.10, -0.02], [0.30, -0.14, 0.11], [-0.07, -0.05, 0.09], [-0.03, -0.06, -0.10], [0.16, 0.12, -0.27], [0.02, -0.12, 0.00], [-0.09, 0.03, -0.04], [0.13, 0.15, 0.19], [-0.08, 0.04, -0.12], [-0.01, -0.16, 0.01], [0.05, -0.05, -0.10], [0.07, 0.01, -0.13], [-0.03, 0.03, -0.07], [-0.06, 0.09, -0.06], [-0.07, -0.09, -0.02], [0.08, 0.16, 0.08], [0.01, 0.13, 0.08], [-0.10, 0.06, 0.07], [-0.10, -0.04, 0.08], [-0.12, -0.01, 0.02]]
}